1.
The following is a DFT calculation (ωB97M-V/def2-TZVPD) of a cluster of 2 separate species, C29H29N3O9 in total in a non-equilibrium geometry.

XYZ file:
```
70
Properties=species:S:1:pos:R:3:forces:R:3
O -7.9002 -4.0721 1.7134 0.3 0.1 -0.2
O 3.4927 0.9469 2.5908 0.4 0.0 -0.2
O -3.3424 -2.5009 2.7045 -0.4 0.4 0.3
O -0.2015 5.1170 -0.4904 0.3 -0.2 0.0
O 9.1411 1.1969 -4.2292 0.1 0.3 0.1
O 8.9909 3.6570 -3.0129 0.0 -0.2 -0.1
O 1.2784 2.2688 3.0257 0.2 0.4 -0.9
O 5.8685 0.5841 1.2772 -0.9 0.5 -0.5
O 3.8885 2.7635 -1.0168 -0.6 -0.1 0.5
C -7.3528 -3.5286 2.6644 -1.4 -0.9 -0.4
C 3.5953 1.4960 1.4918 -0.6 -0.4 0.6
C -3.7998 -3.1333 1.7636 -0.3 0.6 1.0
C -4.6285 -2.0557 -1.7619 0.2 0.2 0.2
C -4.6166 -1.4772 -0.5406 0.7 0.4 0.2
C -1.7290 1.0274 0.1243 -0.9 -0.8 -0.2
C -1.0953 0.8953 -1.1245 -0.9 -0.8 -0.3
C 7.2114 0.4617 -2.9890 -0.3 0.7 0.5
C 0.5517 3.7124 1.2947 -0.1 -0.2 0.4
C 1.8407 3.9224 -0.7209 0.5 0.1 -0.9
C -2.8900 0.2879 0.4215 0.4 0.1 -0.3
C -1.6244 0.0183 -2.0873 0.0 0.3 0.5
C 6.2101 0.7241 -2.0464 0.2 0.4 0.1
C 7.0828 2.9506 -1.7351 -0.1 -0.5 -0.1
C 0.7208 4.2588 0.0279 -0.2 -0.3 0.5
C 8.1516 1.4432 -3.3086 -0.8 -0.9 0.2
C 8.0785 2.6931 -2.6830 0.1 -0.1 -0.2
C 1.4845 2.8136 1.7964 -0.6 -0.1 0.9
C 2.7996 3.0428 -0.2253 -0.4 0.6 -0.4
C 2.6091 2.4659 1.0386 1.4 -0.5 -0.5
C -3.4505 -0.5963 -0.5253 0.7 0.5 0.2
C -2.7854 -0.7081 -1.7825 -0.8 0.0 1.0
C 6.1352 1.9681 -1.3911 0.3 -0.2 -0.5
N -3.5428 -1.6143 -2.4938 0.2 -0.5 -1.3
N -2.9824 -3.9380 1.0762 0.1 -0.9 -1.0
N -6.1333 -2.9988 2.5990 1.7 0.3 0.0
C -8.0569 -3.4478 3.9981 0.1 0.0 -0.1
C -3.3219 -4.8595 -0.0076 -0.1 0.3 0.2
C 4.7192 1.0680 0.5479 0.4 0.1 0.7
C 5.0670 2.2748 -0.3461 0.8 -0.4 0.0
C -5.5851 -1.7531 0.5661 0.3 0.6 -0.2
C -5.2920 -3.0110 1.3974 -0.1 -0.3 -0.2
H -0.9603 5.1904 0.1084 0.3 -0.1 -0.1
H 9.0719 0.2880 -4.5628 0.0 0.4 0.2
H 9.5886 3.2827 -3.6853 -0.2 0.2 0.3
H 2.0291 1.6505 3.1884 -0.1 0.1 0.0
H 5.5671 0.1230 2.0861 -0.2 0.5 -0.5
H -5.3701 -2.7708 -2.0978 0.3 0.1 -0.4
H -1.3117 1.6863 0.8713 0.0 0.0 0.0
H -0.1996 1.4643 -1.3381 0.0 0.0 -0.1
H 7.2443 -0.5093 -3.4704 0.1 0.0 0.0
H -0.3059 3.9621 1.9071 0.0 0.0 0.0
H 1.9738 4.3576 -1.7049 0.0 0.0 0.1
H -3.3550 0.3825 1.3921 0.0 0.0 0.1
H -1.1480 -0.0893 -3.0496 0.1 0.0 -0.1
H 5.4919 -0.0588 -1.8315 0.1 0.1 0.0
H 7.0565 3.9306 -1.2696 0.0 -0.1 0.0
H -3.3524 -1.9044 -3.4419 0.0 0.1 0.2
H -2.0214 -3.9058 1.3815 -0.1 0.1 0.1
H -5.7359 -2.5833 3.4284 0.2 0.0 -0.1
H -9.0123 -3.9649 3.9210 0.1 0.1 0.0
H -7.4431 -3.9255 4.7594 0.0 0.1 0.2
H -8.2254 -2.4039 4.2556 0.0 0.0 0.2
H -3.6163 -4.3045 -0.8975 0.0 -0.1 -0.1
H -4.1362 -5.5203 0.2957 0.1 0.0 -0.1
H -2.4522 -5.4708 -0.2526 -0.1 0.1 0.1
H 4.3169 0.2595 -0.0666 -0.2 0.0 -0.1
H 5.4490 3.0693 0.3054 -0.1 0.0 0.0
H -5.5776 -0.8872 1.2295 -0.1 0.0 0.2
H -6.5877 -1.8380 0.1452 -0.1 -0.1 0.2
H -5.5647 -3.8741 0.7923 -0.2 -0.1 0.1
```
Forces are in eV/Å.

Summary:
HOMO-LUMO gap, eV: 8.13
SMILES string: O=C1c2c(O)cc(O)cc2O[C@H](c2ccc(O)c(O)c2)[C@H]1O.CNC(=O)[C@H](Cc1c[nH]c2ccccc12)NC(C)=O
Relative energy (zero: lowest compared OMol25 entry of this formula, charge and spin), kcal per mole: 0.00
HOMO, Ha: -0.2933

2.
The following is a DFT calculation (ωB97M-V/def2-TZVPD) of the ion C4H11INO2 with charge +1 in a non-equilibrium geometry.

XYZ file:
```
19
Properties=species:S:1:pos:R:3:forces:R:3
C -0.1356 -1.1473 -1.8432 1.0 -1.9 -2.4
C 0.9515 -1.8978 1.1930 2.4 -1.7 0.1
C 0.0364 1.3710 0.9739 0.1 -2.3 -5.3
C -0.5667 -0.2473 0.2804 2.4 4.1 0.1
N -0.3843 2.5343 -0.0079 2.1 -0.7 -0.1
O 0.1611 -0.1458 -0.9331 0.1 0.2 2.6
O -0.3114 -1.2778 1.0884 -1.1 0.1 -0.7
I -2.6758 0.0618 0.0519 -0.1 -0.3 0.0
H -0.8428 -1.8804 -1.4107 0.5 0.2 -0.6
H 0.7712 -1.6369 -2.4163 -1.2 0.6 2.1
H -0.5209 -0.6139 -2.6749 -1.3 0.1 -0.9
H 0.7291 -2.8844 1.7632 0.6 1.9 -1.0
H 1.6503 -1.2372 1.7615 -0.6 -0.6 -0.1
H 1.5631 -2.1542 0.2254 -1.8 0.5 1.4
H 1.1015 1.3279 0.8093 0.3 -0.1 0.3
H -0.2293 1.4415 1.9427 -1.3 0.9 3.0
H 0.0480 3.4632 0.2348 -0.3 -1.2 -0.1
H -1.3835 2.6898 -0.0802 -0.4 -0.4 -0.1
H 0.0382 2.2335 -0.9582 -1.2 0.5 1.7
```
Forces are in eV/Å.

Summary:
HOMO-LUMO gap, eV: 10.04
SMILES string: COC(I)(C[NH3+])OC
Charge: +1
Relative energy (zero: lowest compared OMol25 entry of this formula, charge and spin), kcal per mole: 41.49
HOMO, Ha: -0.4952

3.
The following is a DFT calculation (ωB97M-V/def2-TZVPD) of a cluster of 14 separate species, C16H60F2N2O17S2 in total in a non-equilibrium geometry.

XYZ file:
```
99
Properties=species:S:1:pos:R:3:forces:R:3
C 0.0310 3.6228 -2.2165 -1.0 -1.2 -0.2
C 0.1112 4.2978 -0.8531 -0.3 0.9 -1.2
C -0.6186 5.6763 -0.9003 0.1 -1.0 1.9
O -0.5264 6.2785 0.4186 0.2 -0.3 -0.3
C -1.0086 7.6243 0.4725 -0.7 0.1 -1.8
N -0.5118 3.3410 0.1640 0.3 1.1 -0.6
H -0.1797 2.4090 -0.0388 0.7 -0.6 0.3
H -0.2820 3.6650 1.0926 0.3 -0.2 0.5
H -1.5156 3.2378 0.1211 -0.7 0.4 -0.4
H 0.2818 2.5655 -2.1309 0.6 -0.1 0.1
H 0.5903 3.9983 -3.0734 0.2 0.5 0.5
H -1.0069 3.5202 -2.5334 -0.3 0.5 -0.1
H 1.1646 4.4258 -0.6037 -0.2 -0.1 0.5
H -1.6666 5.4688 -1.1167 -0.3 0.2 -0.2
H -0.1929 6.2525 -1.7219 0.2 0.3 0.2
H -2.0221 7.6679 0.0739 -0.4 -0.2 0.0
H -0.4444 8.2046 -0.2577 0.4 0.4 0.3
H -1.0791 8.1361 1.4323 0.7 -0.8 0.2
N 0.1119 0.2845 -0.4627 -1.3 -1.3 3.6
S 0.5972 -0.8108 -1.4104 5.1 -2.6 -8.5
O -0.3033 -1.2867 -2.4442 0.1 0.6 2.1
O 1.6612 -1.6980 -0.9761 -2.1 0.3 1.0
F 1.5411 0.1589 -2.2943 -0.6 0.7 0.0
S -0.2294 -0.8357 0.7678 -2.0 -0.7 5.0
O 0.7955 -1.0299 1.7591 -0.2 0.6 -1.6
O -1.0612 -1.9905 0.4541 1.3 2.3 -0.6
F -1.2020 0.1755 1.5631 0.1 -0.1 -0.8
C 0.5202 -4.7565 1.2832 -0.4 0.3 0.3
O 1.7787 -5.3705 1.5709 -0.5 -0.1 0.0
H -0.3031 -5.4596 1.4094 0.0 -0.2 -0.2
H 0.2926 -3.9600 1.9916 0.2 0.2 0.0
H 0.4846 -4.3484 0.2731 0.2 -0.1 0.0
H 1.5282 -6.2320 1.9125 0.5 -0.1 0.0
C 2.2229 1.9911 2.1035 1.0 -0.7 0.1
O 2.1561 1.9369 0.6655 -0.7 0.8 0.9
H 1.2998 1.6764 2.5903 -0.2 0.3 -0.1
H 2.9731 1.2663 2.4200 0.0 -0.1 0.1
H 2.5922 2.9555 2.4522 -0.4 0.2 -0.3
H 1.4922 1.2669 0.4868 0.3 -0.5 -0.5
C -3.2446 -4.3227 1.5278 0.8 1.4 0.0
O -4.1350 -4.4704 2.6013 -0.4 -0.6 0.2
H -2.4430 -3.6896 1.9083 0.6 -0.1 -0.3
H -2.8189 -5.2573 1.1625 -0.2 -0.1 -0.3
H -3.6878 -3.6989 0.7516 -0.3 -0.5 -0.2
H -3.5494 -4.8150 3.2795 -0.4 0.0 0.6
C -4.2260 -0.6598 0.9869 1.2 0.1 0.6
O -4.2545 0.7374 0.7640 -1.2 0.7 0.3
H -4.0646 -0.7780 2.0584 -0.1 -0.3 0.1
H -5.1325 -1.2038 0.7214 0.0 0.2 -0.4
H -3.3153 -1.0208 0.5091 -0.4 -0.7 -0.2
H -3.6382 0.9848 0.0708 0.3 -0.2 -0.2
C 4.1809 -1.9006 -3.1565 -0.6 1.6 -0.8
O 5.1249 -2.5683 -2.3984 0.1 -0.9 0.5
H 4.7074 -1.3540 -3.9389 0.0 0.0 -0.1
H 3.3901 -2.4770 -3.6367 0.2 -0.7 0.0
H 3.6440 -1.1792 -2.5406 0.0 0.3 0.0
H 4.6001 -2.9203 -1.6758 0.4 -0.3 0.4
C -2.9089 0.4620 -2.2340 -0.5 0.3 -1.6
O -2.3378 1.1304 -1.1705 0.0 1.3 1.9
H -2.4887 0.9531 -3.1117 -0.1 -0.7 -0.7
H -2.7113 -0.6095 -2.2038 -0.1 0.1 -0.2
H -3.9732 0.6962 -2.2544 -0.1 -0.3 0.2
H -1.4326 0.8331 -1.0527 0.2 -0.3 0.1
C 1.7286 0.0606 -5.5764 0.6 0.7 1.0
O 2.3964 1.3051 -5.9374 -0.8 -1.0 0.0
H 1.5240 -0.6117 -6.4096 0.0 0.2 -0.1
H 2.3275 -0.4264 -4.8069 0.3 -0.4 -0.3
H 0.8293 0.2823 -5.0016 -0.2 0.3 -0.6
H 3.1729 1.0383 -6.4349 0.1 0.1 0.0
C -1.6465 -1.5244 4.2588 0.8 -0.3 -0.7
O -0.9681 -2.8001 4.1889 -1.2 0.7 -0.2
H -2.4188 -1.5058 3.4898 -0.1 -0.2 0.2
H -2.0699 -1.2447 5.2234 -0.1 -0.5 0.2
H -0.9450 -0.7389 3.9778 0.2 0.2 0.1
H -0.2212 -2.7744 4.7914 0.1 0.0 0.5
C 2.0190 -2.8341 4.5644 0.3 -1.0 0.6
O 1.2801 -2.9171 5.8307 0.2 1.2 -0.9
H 3.0782 -2.9396 4.7990 0.0 -0.4 -0.3
H 1.6123 -3.6179 3.9254 0.6 -0.1 -0.2
H 1.9584 -1.9151 3.9814 -0.8 0.4 0.8
H 1.4799 -3.7674 6.2291 0.1 -0.1 -0.1
C 0.6783 -3.9182 -3.9760 0.2 0.3 0.6
O 1.0987 -4.9014 -4.8882 0.0 -0.2 -0.5
H 0.9400 -4.2309 -2.9651 -0.3 0.1 0.3
H 1.2383 -2.9960 -4.1309 -0.1 0.0 -0.4
H -0.3899 -3.7191 -4.0624 0.0 0.1 0.1
H 0.5574 -5.6717 -4.7003 0.1 -0.2 -0.2
C -3.0469 2.0122 3.7932 -0.7 -0.1 -1.0
O -4.2054 1.2471 3.5392 -0.4 -0.6 1.2
H -3.1774 2.6400 4.6747 -0.1 0.1 -0.1
H -2.1586 1.3935 3.9212 0.1 -0.1 -0.1
H -3.0028 2.5988 2.8756 1.0 0.7 0.2
H -4.3931 1.2715 2.5980 0.1 0.0 -0.4
C 4.2944 2.2577 -1.8742 0.1 0.9 -0.3
O 4.5490 2.6025 -0.5367 0.9 -0.3 0.5
H 3.4933 2.9293 -2.1829 -0.2 -0.3 -0.8
H 5.1912 2.4910 -2.4482 0.0 0.3 0.0
H 4.0845 1.2202 -2.1342 -0.4 -0.2 0.6
H 3.7538 2.5072 -0.0074 -0.2 -0.4 -0.2
```
Forces are in eV/Å.

Summary:
HOMO-LUMO gap, eV: 9.33
HOMO, Ha: -0.3573

4.
The following is a DFT calculation (ωB97M-V/def2-TZVPD) of a cluster of 6 separate species, C8H28BF4NO8 in total in a non-equilibrium geometry.

XYZ file:
```
50
Properties=species:S:1:pos:R:3:forces:R:3
N 0.4197 0.4001 0.6128 0.3 0.3 -0.2
H 0.8308 -0.4153 0.1810 -0.3 -0.7 0.1
H -0.4122 0.2153 1.1550 -0.7 -0.6 0.4
H 0.1759 0.9993 -0.1628 -0.3 0.7 -0.4
H 1.0875 0.8429 1.2276 0.5 0.6 0.3
B 3.0718 1.6542 2.5852 0.3 3.2 1.7
F 2.3673 0.5463 2.8876 -1.2 -2.8 0.3
F 2.5251 2.1820 1.4428 -1.0 0.4 -2.2
F 3.0228 2.5885 3.5926 -0.2 0.0 0.4
F 4.3757 1.3659 2.3141 1.9 -1.7 -0.9
C -2.8422 -0.8544 -0.6792 -1.5 -0.9 0.3
C -3.2234 0.5077 -0.1147 2.1 0.2 -1.2
O -2.1520 1.3936 -0.5961 -0.8 -0.1 1.7
O -1.7161 -1.4601 -0.0358 0.3 0.7 0.2
H -2.6399 -0.8298 -1.7500 -0.2 0.4 -0.1
H -3.7064 -1.4933 -0.4974 -0.2 -0.3 -0.2
H -3.2818 0.4712 0.9732 0.4 0.2 0.0
H -4.1822 0.8849 -0.4704 -0.1 -0.4 -0.2
H -2.1862 1.2956 -1.5505 0.1 0.1 -0.5
H -1.5692 -2.3226 -0.4308 -0.1 -0.1 -0.1
C 2.9487 -1.2842 -1.5864 1.4 -1.4 -0.3
C 3.6519 -0.4291 -0.5376 -1.2 -0.2 0.4
O 3.7435 -0.9778 0.7902 -0.5 -0.9 -3.3
O 1.6151 -1.4676 -1.3031 -1.4 0.6 1.1
H 3.4107 -2.2702 -1.6369 0.5 -0.1 0.1
H 3.0644 -0.8652 -2.5859 0.4 0.6 0.2
H 3.2570 0.5859 -0.4943 -0.3 0.4 0.6
H 4.6608 -0.1887 -0.8728 1.0 -0.2 0.1
H 3.7601 -0.2412 1.4056 0.5 1.9 2.0
H 1.1824 -1.9850 -1.9862 0.0 -0.1 -0.1
C -0.9068 -1.2555 3.7514 -0.1 -1.5 0.1
C -1.6602 -2.6145 3.6417 -0.1 0.0 -1.1
O -1.7928 -3.1378 2.2415 0.5 0.5 2.6
O -1.3590 -0.2691 2.8351 0.2 -0.1 -0.2
H 0.1452 -1.4825 3.5785 0.0 0.4 -0.5
H -0.9337 -0.8940 4.7794 -0.3 0.0 0.1
H -2.6284 -2.5938 4.1420 -0.4 0.4 -0.5
H -1.1286 -3.3348 4.2635 0.4 -0.2 -0.4
H -1.8352 -2.3715 1.6648 -0.1 0.4 -0.1
H -2.2433 0.0051 3.0889 -0.1 0.1 0.1
C 0.2494 1.7822 -3.5048 -1.2 -0.4 0.0
C -1.1864 1.9602 -4.0709 0.2 0.8 0.2
O -2.2016 1.1384 -3.4365 1.3 0.0 -0.3
O 0.4192 2.0850 -2.1382 -0.5 -0.2 0.8
H 0.9675 2.4458 -3.9865 -0.2 -0.4 -1.0
H 0.4484 0.7150 -3.6029 0.6 0.1 -0.2
H -1.1283 1.8133 -5.1494 0.0 -0.5 -0.1
H -1.5163 2.9959 -3.9900 0.2 0.3 0.3
H -2.9959 1.2110 -3.9707 -0.1 0.0 0.0
H 0.0268 2.9524 -2.0140 0.0 0.3 0.4
```
Forces are in eV/Å.

Summary:
HOMO-LUMO gap (alpha / beta), eV: 9.70 / 3.17
Expectation value of S²: 0.75
Charge: +1
Multiplicity: 2
HOMO (alpha / beta), Ha: -0.4653 / -0.4653

5.
The following is a DFT calculation (ωB97M-V/def2-TZVPD) of a structure of composition C15H39O6V in a non-equilibrium geometry.

XYZ file:
```
61
Properties=species:S:1:pos:R:3:forces:R:3
V -0.1484 0.1836 -0.0719 -0.6 0.1 1.1
C 1.6761 -1.9425 -3.1860 0.2 0.4 0.3
C 0.6115 -2.1174 -2.1230 -0.6 0.2 0.4
O 0.8001 -1.2513 -1.0435 -0.4 1.3 0.9
H 1.5611 -0.9548 -3.6356 -0.1 -0.1 -0.2
H 1.6203 -2.7144 -3.9520 0.1 0.0 0.0
H 2.6620 -1.9190 -2.7146 0.0 -0.3 -0.1
H 0.6054 -3.1408 -1.7190 0.1 -0.1 -0.3
H -0.3741 -1.9325 -2.5742 0.0 -0.2 0.0
C -2.0674 3.3188 0.8394 -0.8 0.7 -0.1
C -1.3829 2.5135 1.9364 -0.4 0.2 -0.5
O -0.6313 1.4729 1.4434 1.1 -1.3 -1.0
H -1.4057 3.9810 0.2732 0.3 -0.2 0.1
H -2.8241 3.9801 1.2865 0.1 0.0 0.0
H -2.6002 2.7090 0.1067 0.2 -0.3 0.2
H -2.1632 2.1596 2.6358 0.0 -0.1 -0.1
H -0.7858 3.2246 2.5389 0.2 -0.2 -0.1
C -3.2857 -1.1762 -2.1756 -1.1 0.2 -0.3
C -2.8084 0.2628 -2.0967 1.2 -0.1 0.4
O -1.8220 0.4210 -1.1302 1.2 0.1 0.7
H -4.1074 -1.2384 -2.9022 0.1 -0.1 -0.1
H -3.7235 -1.5139 -1.2339 0.3 0.0 0.1
H -2.4984 -1.8513 -2.5059 0.1 0.0 0.2
H -3.6049 0.9715 -1.8386 -0.4 -0.2 -0.3
H -2.4121 0.5280 -3.0917 -0.2 0.2 0.0
C 2.6804 -1.0807 3.2971 -0.2 -0.8 -0.2
C 1.8829 0.0646 2.7071 0.4 0.6 -0.1
C 2.7293 1.3325 2.6855 0.1 0.1 0.8
O 1.5255 -0.2875 1.3589 -0.2 -0.2 0.1
H 2.8965 -0.9603 4.3561 0.1 0.2 0.0
H 3.6041 -1.2378 2.7286 0.2 0.3 0.2
H 2.1624 -2.0416 3.2049 -0.2 0.2 0.1
H 0.9721 0.2944 3.2583 -0.2 -0.3 -0.1
H 2.1281 2.2391 2.6272 -0.1 -0.1 -0.5
H 3.5057 1.2799 1.9205 -0.1 0.1 -0.1
H 3.2488 1.4125 3.6468 0.0 0.0 0.0
H 2.0256 -1.0798 1.1327 -0.2 0.0 -0.5
C 1.0782 3.7567 -1.9050 -0.3 -0.3 0.2
C 1.1593 2.2349 -1.9622 1.6 0.8 -0.5
C 2.3164 1.8157 -2.8655 -0.7 -0.6 -0.7
O 1.4009 1.6627 -0.6582 -1.4 -0.5 -0.5
H 0.4295 4.0520 -1.0797 -0.1 0.2 -0.2
H 0.6828 4.1114 -2.8569 -0.1 0.1 0.1
H 2.0608 4.2142 -1.7709 0.0 -0.1 0.1
H 0.2267 1.8244 -2.3490 -0.1 -0.2 0.4
H 2.4039 0.7307 -2.8312 0.4 0.1 0.3
H 3.2501 2.3222 -2.6268 0.0 -0.1 0.2
H 2.0839 2.0043 -3.9194 0.0 0.4 0.1
H 2.1284 2.0693 -0.1827 -0.1 0.1 0.1
C -0.7455 -3.0452 2.6531 -0.3 -0.1 -0.4
C -1.2529 -2.7092 1.2614 -0.2 0.0 -0.5
C -2.5536 -3.3934 0.9022 -0.6 -1.0 0.3
O -1.4116 -1.2814 1.1160 0.5 0.1 0.0
H -0.5815 -4.1220 2.7225 0.3 0.0 0.0
H -1.4961 -2.8128 3.4106 0.1 0.3 0.0
H 0.1775 -2.4915 2.7986 0.0 -0.1 0.4
H -0.5044 -2.9560 0.5041 0.1 -0.1 0.2
H -2.6197 -4.4393 1.2290 0.6 0.1 0.1
H -2.7395 -3.4577 -0.1683 -0.1 0.5 0.0
H -3.4058 -2.9725 1.4505 0.1 0.4 -0.3
H -2.3397 -1.0264 1.1383 0.0 0.1 -0.1
```
Forces are in eV/Å.

Summary:
HOMO-LUMO gap (alpha / beta), eV: 8.20 / 8.51
Expectation value of S²: 2.01
Multiplicity: 3
Relative energy (zero: lowest compared OMol25 entry of this formula, charge and spin), kcal per mole: 0.00
HOMO (alpha / beta), Ha: -0.2801 / -0.2913

6.
The following is a DFT calculation (ωB97M-V/def2-TZVPD) of an isolated molecule of C4H8OS in a non-equilibrium geometry.

XYZ file:
```
14
Properties=species:S:1:pos:R:3:forces:R:3
C -0.3603 -1.3478 -0.3130 1.0 -1.5 0.6
C 0.5097 -0.3994 0.5526 -0.5 0.0 1.3
C -0.1031 0.9568 0.6309 -0.6 1.6 -1.5
C -0.2967 1.7044 -0.4713 0.7 -1.4 0.6
H -2.1271 -0.5906 -0.1919 -1.2 2.8 -1.1
H -0.3501 -1.1721 -1.3994 0.8 0.4 0.3
H 0.1203 -2.3844 -0.1394 -1.2 1.3 -0.4
H 0.6837 -0.7031 1.6153 -1.1 -0.5 -0.9
H 2.7000 0.5709 0.1550 -0.1 0.3 0.2
H -0.5226 1.2921 1.5811 0.4 -0.1 -0.1
H 0.0157 1.3595 -1.4376 0.4 -0.5 -0.3
H -0.7146 2.6624 -0.5645 -0.8 1.1 0.7
O -1.6904 -1.3401 0.0796 0.7 -3.4 1.7
S 2.1356 -0.6084 -0.0974 1.6 -0.1 -1.2
```
Forces are in eV/Å.

Summary:
HOMO-LUMO gap, eV: 9.85
SMILES string: C=C[C@H](S)CO
Relative energy (zero: lowest compared OMol25 entry of this formula, charge and spin), kcal per mole: 39.14
HOMO, Ha: -0.3314